No. 1
Below is an isolated molecule of C9H8O, with properties calculated with ωB97M-V/def2-TZVPD.

- Highest occupied orbital energy (spin up / spin down): -7.97 / -7.97 eV
- Multiplicity: 1
- SMILES string: C/C=c1\ccccc1=C=O
- LUMO level (spin up / spin down): -0.00045 / -0.00047 Eh
- Relative energy (zero: lowest compared OMol25 entry of this formula, charge and spin): 418.0 kJ/mol
- Gap between HOMO and LUMO (spin up / spin down): 0.293 / 0.293 hartree

```
18
C9H8O, DFT ωB97M-V/def2-TZVPD
C -1.64543 -1.10441 0.04915
C -0.27239 -1.55565 0.25398
C 0.78131 -0.81849 -0.18083
C 0.45717 0.29879 -1.05313
C 0.79844 1.54387 -0.72619
C 1.63310 1.70928 0.48030
C 2.45364 0.63896 0.82831
C 2.40937 -0.62422 0.18444
C 3.71470 -0.80312 -0.16541
O 4.83697 -1.13869 -0.21457
H -1.84796 -0.92735 -1.05611
H -1.86714 -0.15125 0.66592
H -2.39391 -1.86336 0.53844
H -0.17246 -2.32431 0.95316
H 0.00511 0.07747 -2.11264
H 0.48965 2.41263 -1.31113
H 1.48727 2.58813 1.16240
H 3.36122 0.83954 1.38851
```

Here are the Mulliken charges for atoms 1 to 4, given in e: atom 1 (C): -0.9332, atom 2 (C): -0.4837, atom 3 (C): 0.4345, atom 4 (C): -0.6285


No. 2
Below is a structure of composition C3H9GdIIn, with properties calculated with ωB97M-V/def2-TZVPD.

- Highest occupied orbital energy (spin up / spin down): -16.94 / -16.72 eV
- Multiplicity: 8
- LUMO level (spin up / spin down): -0.32931 / -0.41255 Eh
- Gap between HOMO and LUMO (spin up / spin down): 0.293 / 0.202 hartree
- Total charge: +2

```
15
C3H9GdIIn, DFT ωB97M-V/def2-TZVPD
C -0.18530 0.92993 1.98237
C -1.07893 0.08409 0.84991
C 0.04672 -0.86818 0.06027
In 0.67998 0.40407 -1.76102
I -1.02915 -2.71434 -0.54692
H 0.65579 1.47698 1.34963
H -0.89425 1.66822 2.54982
H 0.33065 0.12577 2.66396
H -1.56144 0.86738 0.09558
H -1.93423 -0.55468 1.33154
H 0.98955 -1.10104 0.75450
H 2.23807 -0.15123 -2.48375
H 0.86953 2.09427 -1.08218
H -0.70767 0.40805 -2.90351
Gd 1.58066 -2.66929 -2.86023
```

Here are the Mulliken charges for atoms 1 to 4, given in e: atom 1 (C): -0.8765, atom 2 (C): -0.5814, atom 3 (C): -0.4575, atom 4 (In): 0.6755